1.
{
  "formula": "C11H21N4",
  "method": "the ωB97M-V functional and the def2-TZVPD basis",
  "total_energy_ev": -17698.7050,
  "charge": 1,
  "gap_ev": 9.1,
  "species": ["C", "C", "C", "C", "C", "C", "C", "C", "C", "C", "C", "N", "N", "N", "N", "H", "H", "H", "H", "H", "H", "H", "H", "H", "H", "H", "H", "H", "H", "H", "H", "H", "H", "H", "H", "H"],
  "xyz": [[1.549, 2.976, 1.210], [-0.718, 2.413, 0.806], [-0.623, 0.645, -2.457], [-2.035, 0.059, -2.217], [0.443, -0.051, -1.653], [-2.078, -1.292, -1.478], [1.881, 1.516, 1.118], [0.244, -0.914, -0.701], [-1.155, -1.305, -0.267], [0.667, 0.721, 1.599], [-1.135, -2.759, 0.206], [0.365, 3.384, 1.049], [-0.524, 1.150, 1.531], [0.993, -0.339, 2.407], [3.117, 1.198, 1.935], [2.262, 3.650, 1.730], [-1.620, 2.776, 1.071], [-0.378, 0.640, -3.496], [-0.537, 1.661, -2.044], [-2.625, 0.643, -1.557], [-2.508, 0.101, -3.129], [1.432, 0.188, -1.957], [-0.702, 2.218, -0.288], [-3.068, -1.452, -1.293], [-1.784, -2.134, -2.120], [1.989, 1.208, 0.060], [1.097, -1.554, -0.528], [-1.533, -0.589, 0.634], [-2.130, -3.107, 0.429], [-0.670, -2.893, 1.285], [-0.702, -3.389, -0.505], [1.183, -1.152, 1.749], [2.608, 0.565, 2.594], [3.851, 0.713, 1.503], [0.276, -0.642, 3.139], [3.449, 2.001, 2.398]],
  "forces_ev_per_angstrom": [[-1.141, 0.362, 1.137], [4.037, -1.661, -1.269], [-0.252, 0.013, 2.291], [1.784, -0.301, 1.724], [-0.388, 1.059, -1.837], [2.638, 0.794, -1.910], [-0.054, -0.092, -1.804], [-0.962, -1.142, 0.385], [-0.494, 0.135, 1.798], [-1.691, 1.844, 1.246], [-0.117, 1.011, 3.998], [-0.053, 0.159, 0.233], [1.021, 0.501, -0.683], [0.268, -3.241, 0.638], [-3.159, -0.592, 0.176], [-0.034, -0.118, -0.956], [-2.786, 1.611, 0.878], [0.342, 0.135, -0.616], [-0.447, 0.231, -0.905], [-0.336, 1.305, 0.531], [-1.383, -0.467, -2.027], [0.995, -0.087, -0.434], [-0.260, -0.034, 0.605], [-2.666, -0.605, 1.160], [0.199, 0.199, -0.049], [0.508, 0.259, 0.427], [0.231, -0.141, 1.020], [0.746, -1.660, -2.283], [-0.600, -0.127, -0.324], [-0.207, 0.248, -2.183], [0.890, -1.081, -0.963], [-0.175, 0.787, 1.350], [0.584, -0.571, 0.635], [1.241, -0.851, -1.055], [1.060, 0.793, -1.698], [0.660, 1.326, 0.767]]
}

***

2.
{
  "formula": "C20H30Be2BrClFLiNO15RbS2",
  "method": "the ωB97M-V functional and the def2-TZVPD basis",
  "total_energy_ev": -162004.4506,
  "gap_ev": 1.1,
  "species": ["C", "C", "Cl", "C", "C", "C", "C", "C", "C", "C", "N", "C", "C", "C", "O", "O", "H", "H", "H", "H", "H", "H", "H", "H", "H", "H", "H", "H", "H", "H", "Rb", "Br", "Be", "O", "S", "O", "O", "O", "Be", "C", "O", "C", "C", "O", "C", "H", "H", "H", "H", "H", "H", "H", "H", "H", "H", "F", "C", "C", "C", "O", "C", "O", "O", "H", "H", "H", "H", "H", "H", "O", "S", "O", "O", "O", "Li"],
  "xyz": [[0.219, 1.879, 3.326], [1.075, 0.911, 2.265], [1.756, 1.882, 0.816], [0.018, -0.196, 1.591], [-1.260, 0.526, 0.862], [-2.645, -0.214, 1.356], [-3.767, -0.018, 0.132], [-5.007, 0.669, 0.955], [-5.497, 2.245, 0.825], [-6.735, 2.713, 1.792], [-7.478, 1.892, 2.807], [-7.034, 0.459, 2.893], [-5.835, -0.280, 2.056], [-2.821, 0.918, -0.849], [-3.209, 1.899, -1.668], [-1.409, 0.474, -0.603], [-0.751, 1.286, 3.687], [-0.207, 2.760, 2.642], [0.872, 2.272, 4.214], [1.912, 0.358, 2.893], [0.594, -0.940, 0.892], [-0.397, -0.827, 2.515], [-1.407, 1.690, 1.067], [-2.593, -1.252, 1.895], [-3.050, 0.576, 2.155], [-3.945, -1.149, -0.205], [-4.919, 2.937, 0.062], [-7.063, 3.857, 1.695], [-7.593, -0.220, 3.702], [-5.537, -1.412, 2.221], [-4.493, 3.354, -2.203], [-1.193, -1.911, 1.929], [-5.393, -2.951, 0.992], [5.156, -0.596, -1.995], [4.207, 0.012, -1.045], [4.925, 0.960, -0.173], [3.591, -1.044, -0.220], [3.156, 0.729, -1.790], [-1.493, -2.514, -0.508], [6.109, -3.031, 0.894], [7.043, -1.969, 0.731], [7.293, -1.278, 1.959], [8.633, -1.698, 2.569], [8.596, -3.057, 3.016], [9.259, -3.937, 2.115], [6.114, -3.635, -0.018], [6.369, -3.675, 1.737], [5.106, -2.623, 1.036], [6.472, -1.429, 2.669], [7.336, -0.210, 1.718], [8.827, -1.079, 3.451], [9.455, -1.541, 1.860], [10.341, -3.795, 2.191], [8.936, -3.781, 1.083], [9.020, -4.965, 2.402], [-4.193, -2.459, 3.420], [-3.059, 0.444, -9.153], [-2.833, 0.177, -7.679], [-3.447, -1.103, -7.198], [-3.649, -0.841, -5.820], [-3.811, 0.513, -5.707], [-4.194, 1.080, -4.699], [-3.491, 1.144, -6.878], [-2.655, 1.424, -9.428], [-2.578, -0.319, -9.771], [-4.128, 0.469, -9.393], [-1.761, 0.222, -7.449], [-2.785, -1.962, -7.337], [-4.419, -1.321, -7.654], [-0.824, 5.163, 5.373], [-0.293, 4.442, 6.544], [1.159, 4.677, 6.649], [-0.548, 2.998, 6.390], [-0.959, 4.931, 7.766], [-1.193, 0.287, -10.369]],
  "forces_ev_per_angstrom": [[-0.694, -0.028, -1.651], [-0.533, 0.323, 2.113], [-0.899, -1.591, 1.860], [2.117, 3.123, -4.073], [-2.577, 0.756, 1.012], [-3.833, 6.164, 0.392], [1.467, 0.803, 2.133], [-3.516, 1.140, 1.534], [-1.492, -3.557, 2.537], [1.398, -2.076, -0.181], [4.650, -2.266, -3.885], [1.956, 0.857, -1.739], [-0.915, 4.815, -1.016], [-0.679, 0.913, -1.273], [7.674, -11.295, 6.583], [-2.627, 1.655, -0.948], [2.291, 1.211, -0.383], [1.089, -1.663, 1.876], [-1.418, -0.810, -1.839], [-1.568, 1.056, -1.943], [-0.561, 2.092, 1.079], [1.875, 2.949, 2.332], [1.052, -2.691, 0.236], [-4.683, 4.572, -1.442], [0.885, -1.843, -1.195], [-0.127, 2.491, -0.030], [-1.603, -1.486, 2.569], [0.691, -2.896, 0.403], [1.319, 1.840, -2.017], [-0.296, 2.727, 0.495], [-5.133, 6.031, -2.928], [4.867, -12.386, 0.887], [0.512, -0.547, 0.177], [-0.022, 0.331, 0.017], [0.037, -0.122, -0.220], [0.180, -0.157, 0.110], [-0.385, 0.031, 0.372], [-0.195, -0.104, -0.224], [-0.229, -0.561, -0.195], [0.028, 0.145, -0.161], [0.017, -0.243, 0.640], [0.461, -0.004, -0.590], [-0.617, -0.117, 0.263], [0.236, -0.010, -0.466], [-0.173, 0.035, 0.265], [0.034, 0.198, 0.017], [0.075, -0.003, 0.072], [-0.071, -0.028, -0.033], [0.126, -0.070, -0.026], [-0.043, -0.037, 0.025], [-0.001, 0.021, -0.019], [-0.154, -0.054, -0.016], [0.072, -0.034, -0.114], [0.005, 0.059, 0.020], [-0.002, 0.161, 0.073], [-0.131, 0.156, -1.476], [-0.272, 0.691, 0.077], [0.313, 0.027, -0.589], [0.139, -1.010, -0.107], [-0.098, 1.207, 0.088], [-0.987, 0.720, 2.723], [0.916, -1.165, -2.491], [-0.050, -0.147, 0.311], [-0.072, 0.284, 0.060], [-0.886, -0.798, 0.330], [0.292, -0.141, -0.131], [-0.011, -0.108, 0.126], [-0.139, 0.063, 0.241], [0.102, 0.121, -0.124], [0.330, -0.311, -0.136], [-0.205, 0.059, 0.201], [-0.267, 0.288, -0.041], [-0.247, 0.198, -0.097], [0.404, -0.325, -0.116], [0.801, 0.371, -0.332]]
}

***

3.
{
  "formula": "C21H39N5O26S5",
  "method": "the ωB97M-V functional and the def2-TZVPD basis",
  "smiles": "C[N+](=O)[O-].C[N+](=O)[O-].C[N+](=O)[O-].O=S1(=O)OCCO1.O=S1(=O)OCCO1.O=S1(=O)OCCO1.O=S1(=O)OCCO1.O=S1(=O)OCCO1.c1cc[nH]c1.c1cc[nH]c1",
  "total_energy_ev": -137253.6571,
  "gap_ev": 8.5,
  "species": ["C", "N", "O", "O", "H", "H", "H", "C", "N", "O", "O", "H", "H", "H", "C", "N", "O", "O", "H", "H", "H", "O", "S", "O", "O", "C", "C", "O", "H", "H", "H", "H", "O", "S", "O", "O", "C", "C", "O", "H", "H", "H", "H", "O", "S", "O", "O", "C", "C", "O", "H", "H", "H", "H", "O", "S", "O", "O", "C", "C", "O", "H", "H", "H", "H", "O", "S", "O", "O", "C", "C", "O", "H", "H", "H", "H", "C", "C", "C", "N", "C", "H", "H", "H", "H", "H", "C", "C", "C", "N", "C", "H", "H", "H", "H", "H"],
  "xyz": [[-0.821, 1.286, -4.092], [-1.599, 0.847, -5.294], [-1.786, -0.356, -5.478], [-2.078, 1.814, -5.936], [-0.384, 2.267, -4.276], [-0.151, 0.473, -3.813], [-1.589, 1.492, -3.348], [1.516, 4.518, -2.071], [0.155, 4.760, -1.440], [0.081, 5.311, -0.316], [-0.838, 4.280, -2.023], [1.439, 4.947, -3.070], [1.800, 3.466, -2.059], [2.254, 5.054, -1.474], [4.340, 0.985, 3.683], [3.208, 1.222, 4.688], [2.139, 1.593, 4.218], [3.428, 1.042, 5.912], [5.125, 1.706, 3.910], [3.916, 1.228, 2.709], [4.577, -0.076, 3.762], [-0.721, -0.726, -1.502], [0.550, -0.279, -0.960], [1.714, -0.603, -1.815], [0.634, 1.394, -0.565], [0.265, 1.542, 0.768], [0.096, 0.173, 1.495], [0.598, -0.812, 0.637], [1.106, 2.035, 1.256], [-0.553, 2.261, 0.788], [-0.959, -0.092, 1.573], [0.532, 0.026, 2.484], [-4.284, -2.884, -5.318], [-3.882, -2.564, -3.952], [-3.937, -1.125, -3.545], [-4.754, -3.511, -2.881], [-3.902, -4.428, -2.209], [-2.494, -3.830, -2.275], [-2.450, -3.197, -3.513], [-4.330, -4.497, -1.209], [-3.987, -5.431, -2.627], [-1.602, -4.452, -2.207], [-2.272, -3.001, -1.602], [-3.306, 2.823, 3.813], [-2.009, 2.326, 4.326], [-0.712, 2.846, 3.829], [-2.128, 2.378, 5.936], [-2.013, 1.048, 6.560], [-1.355, 0.191, 5.446], [-1.872, 0.712, 4.236], [-1.410, 1.230, 7.450], [-3.031, 0.747, 6.808], [-1.592, -0.870, 5.519], [-0.316, 0.512, 5.527], [-4.299, 0.204, 2.422], [-4.787, 1.075, 1.372], [-5.420, 2.339, 1.697], [-3.647, 1.267, 0.254], [-3.718, 0.383, -0.817], [-5.233, 0.091, -0.929], [-5.771, 0.231, 0.325], [-3.344, 0.888, -1.708], [-3.209, -0.577, -0.728], [-5.424, -0.853, -1.439], [-5.794, 0.713, -1.628], [6.807, -0.053, -2.675], [5.432, -0.503, -2.957], [4.401, 0.463, -2.800], [5.312, -1.146, -4.456], [4.957, -2.503, -4.448], [4.272, -2.754, -3.182], [5.050, -1.979, -2.396], [4.295, -2.760, -5.275], [5.822, -3.150, -4.591], [4.252, -3.828, -2.996], [3.283, -2.300, -3.229], [-3.551, -3.835, 1.998], [-2.537, -2.877, 2.042], [-1.399, -3.404, 1.591], [-1.675, -4.698, 1.178], [-2.934, -5.047, 1.548], [-4.584, -3.669, 2.265], [-2.646, -1.852, 2.363], [-0.440, -2.906, 1.584], [-1.010, -5.321, 0.743], [-3.296, -6.039, 1.324], [5.102, 3.744, 1.332], [3.928, 3.118, 0.730], [4.284, 1.865, 0.189], [5.655, 1.836, 0.265], [6.114, 2.779, 1.136], [5.301, 4.677, 1.837], [2.921, 3.498, 0.812], [3.749, 1.121, -0.382], [6.247, 1.131, -0.149], [7.177, 2.834, 1.318]],
  "forces_ev_per_angstrom": [[-0.360, -0.105, -0.017], [-0.928, 1.163, -0.528], [0.343, 1.991, -0.134], [0.710, -2.547, 0.663], [0.266, -0.407, -0.324], [-0.073, 0.330, 0.064], [0.089, -0.415, 0.197], [-0.128, 0.988, 0.405], [-1.706, -0.907, 1.680], [0.593, -1.010, -2.680], [2.049, 1.007, 0.719], [0.118, -0.316, 0.034], [-0.617, -0.019, -0.094], [-0.229, 0.091, -0.067], [-1.066, 0.291, 0.390], [0.096, 0.066, 1.377], [0.769, -0.469, 0.624], [-0.376, 0.308, -2.858], [0.096, -0.483, 0.192], [0.073, -0.088, 0.111], [0.398, 0.297, 0.124], [1.254, 1.106, 1.042], [0.817, -0.100, -0.924], [-2.218, 0.838, 2.820], [0.012, -3.968, -2.020], [0.701, 1.352, 2.365], [-2.187, 0.378, -0.266], [1.839, -0.161, -3.340], [0.072, 0.164, 0.045], [-0.447, -0.580, 0.421], [-0.302, 0.448, 0.346], [0.392, 0.615, -0.262], [1.224, 0.249, 2.774], [-1.005, 2.009, -0.144], [0.066, -4.040, -0.598], [0.852, 1.445, -1.502], [-0.046, -0.408, 1.162], [0.241, 0.711, 1.173], [-0.851, 0.882, -3.140], [0.460, 0.110, 0.208], [0.205, 0.118, -0.497], [-0.521, -0.626, -0.178], [-0.615, -0.273, 0.943], [3.646, -1.443, 0.868], [-0.392, 1.377, -1.014], [-3.196, -0.854, 1.222], [0.519, -0.362, -0.635], [-0.485, 0.724, -0.805], [0.067, 1.370, 1.449], [-0.902, 0.462, -0.639], [0.023, -0.447, -0.143], [0.086, -0.103, 0.045], [0.325, 0.185, -0.130], [0.466, -0.925, -0.323], [-0.749, 0.925, -1.395], [-0.959, 0.028, -0.366], [1.196, -2.172, -0.645], [0.662, 1.053, 1.768], [-1.587, -0.812, -1.620], [0.394, 0.079, -2.802], [-0.005, 0.252, 3.036], [-0.015, -0.010, 0.176], [0.439, 0.262, 0.685], [0.215, -0.695, 0.992], [0.382, 0.960, 0.111], [-2.985, -1.887, -0.126], [1.485, -1.015, -2.054], [-0.004, -0.484, 0.352], [0.539, 1.795, -0.192], [-0.013, -1.423, -2.637], [-1.724, 0.080, -1.830], [2.547, 2.297, 5.501], [0.001, 0.612, -0.305], [0.392, 0.243, 0.284], [0.170, 0.301, 0.846], [-0.434, -0.459, 0.204], [0.142, -2.501, -0.311], [-1.135, 1.507, 0.656], [1.230, -0.689, -0.981], [1.358, 0.068, 0.656], [-1.440, 2.156, -0.341], [0.102, -0.261, 0.094], [-0.108, -0.023, 0.116], [0.100, -0.502, -0.466], [-0.094, 0.103, 0.373], [-0.191, 0.177, 0.103], [0.435, -2.866, -0.611], [0.326, -0.359, 0.680], [0.481, 2.435, -0.366], [-0.181, -1.408, 1.272], [-0.226, 1.976, -1.290], [-0.598, -0.081, 0.032], [-0.006, 0.011, -0.099], [-0.107, 0.236, 0.016], [-0.184, -0.045, 0.182], [-0.066, 0.118, 0.102]]
}

***

4.
{
  "formula": "C3H11N2S",
  "method": "the ωB97M-V functional and the def2-TZVPD basis",
  "total_energy_ev": -17099.1832,
  "multiplicity": 2,
  "gap_ev": [4.1, 8.2],
  "species": ["C", "C", "S", "H", "H", "H", "H", "H", "H", "N", "C", "N", "H", "H", "H", "H", "H"],
  "xyz": [[1.718, 0.393, -2.347], [0.277, -0.315, -2.528], [-0.430, -0.904, -0.847], [2.111, 0.873, -3.351], [1.599, 1.236, -1.710], [2.324, -0.402, -1.835], [0.586, -1.279, -2.963], [-0.510, 0.365, -2.865], [-0.946, -1.845, 0.040], [-1.992, 0.531, 2.445], [-0.756, 0.101, 2.814], [0.193, 0.080, 1.858], [-1.964, 0.486, 1.345], [-2.630, 1.080, 2.932], [-0.634, -0.262, 3.866], [1.202, 0.129, 2.103], [-0.148, -0.268, 1.042]],
  "forces_ev_per_angstrom": [[-1.308, -0.797, -0.695], [2.385, -1.381, -0.081], [-0.291, 2.457, 1.560], [-0.745, -1.651, 1.746], [0.057, 0.626, 0.861], [0.014, 1.119, -0.879], [-1.183, 0.759, -1.053], [0.206, -0.781, -0.455], [0.566, -0.893, -2.119], [0.580, -1.772, -5.229], [0.034, 0.030, 4.426], [2.775, 1.298, 2.945], [-1.248, 0.912, 2.992], [-0.844, 1.057, 0.708], [0.190, 0.289, -1.172], [-1.504, -0.404, -0.668], [0.317, -0.866, -2.886]]
}

***

5.
{
  "formula": "C2H3FO3S",
  "method": "the ωB97M-V functional and the def2-TZVPD basis",
  "total_energy_ev": -21811.0010,
  "gap_ev": 9.6,
  "species": ["C", "C", "O", "O", "O", "F", "S", "H", "H", "H"],
  "xyz": [[-1.018, -1.378, -0.409], [-0.448, -1.095, -1.440], [2.537, 1.914, -0.821], [1.315, 0.213, 0.412], [-0.593, 0.531, 2.212], [-1.381, 1.377, 1.429], [1.468, 0.994, -0.803], [-1.684, -1.821, 0.224], [-0.304, -0.002, 1.478], [0.108, -0.733, -2.281]],
  "forces_ev_per_angstrom": [[1.267, 0.469, -3.246], [-0.583, -0.171, 0.947], [0.998, 0.991, -0.330], [0.513, 0.798, -1.288], [-0.300, 0.073, 0.979], [-0.698, 0.877, -0.303], [-0.602, -1.184, 1.829], [-1.146, -0.646, 1.704], [0.833, -0.880, -0.444], [-0.283, -0.327, 0.153]]
}